# 1
Formula: C4H4N4O
Source: the Open Molecules 2025 dataset
Level of theory: the ωB97M-V functional and the def2-TZVPD basis

Its structure (SMILES) is Cc1nncnnc1=O. The calculation puts the HOMO energy at -9.34 eV. For the HOMO-LUMO gap, the calculation gives 8.95 eV. The value obtained for the total energy is -448.93956 Eh. As for the spin multiplicity: 1.

The geometry in XYZ format:
```
13
Properties=species:S:1:pos:R:3:mulliken_charge:R:1
H 2.4393 -1.2009 -0.6958 0.303
N -0.0133 -1.2772 0.1357 -0.313
C -0.1396 1.0541 0.2492 0.425
N -2.0129 0.4024 -0.9047 -0.191
H 2.6279 0.1654 0.5699 0.296
H 2.1957 0.5656 -1.2374 0.296
C -2.1818 -0.4702 0.3340 0.058
C 2.1357 -0.1643 -0.3321 -1.023
N -1.2099 -1.2141 0.7567 -0.353
H -3.2840 -0.5508 0.7100 0.341
C 0.6496 -0.2037 0.0090 0.788
N -1.1186 1.1962 -0.8605 -0.146
O -0.0882 1.6975 1.2661 -0.481
```

# 2
Formula: C16H18F5N6SSe2V
Source: the Open Molecules 2025 dataset
Level of theory: the ωB97M-V functional and the def2-TZVPD basis

The calculation puts the HOMO energy (spin up / spin down) at -14.73 / -14.73 eV. The total charge is +2. For the HOMO-LUMO gap (spin up / spin down), the calculation gives 7.58 / 8.19 eV. The value obtained for the total energy is -7592.96144 Eh. As for the spin multiplicity: 3.

The geometry in XYZ format:
```
49
Properties=species:S:1:pos:R:3:mulliken_charge:R:1
H -3.7656 3.7580 -1.1758 0.275
N -0.6727 -1.8406 -2.4275 -0.588
H -0.8085 1.3291 0.8249 0.545
C -4.3178 2.8817 -1.5196 -0.314
H -1.4918 -2.0996 4.2070 0.414
F 3.3019 1.0777 -1.1568 -0.227
Se 1.7172 -3.2217 0.6034 0.050
C -1.8644 0.8419 2.6121 -1.061
S 1.9787 -1.4454 -2.3745 -0.425
H -4.4287 2.9778 -2.6018 0.290
H -6.2367 1.9073 -1.2227 0.335
C 3.5848 0.2125 1.5261 -0.156
F 2.6331 3.1223 -1.3464 -0.249
N 0.4850 -2.3383 -4.3291 -0.422
C 4.7828 -0.1084 2.1483 -0.920
H -5.5534 2.6081 0.2494 0.320
H -6.2537 3.6546 -0.9848 0.331
F 0.5840 2.3755 -0.1861 -0.329
H -1.1467 -1.9934 -0.5129 0.440
C -5.6738 2.7487 -0.8234 -1.074
C -2.0620 -0.1333 3.5785 -0.396
N -0.2220 -0.5307 1.5113 0.413
H 5.4159 0.6800 2.5285 0.465
F 0.0283 1.3958 -2.0697 -0.324
H -0.3583 -2.6228 -4.8034 0.213
H -2.7668 0.0110 4.3861 0.438
V 1.1200 -0.5898 -0.2590 0.412
H -1.4788 -0.5176 -1.1853 0.424
Se 0.5103 -3.1358 2.5932 0.110
C 3.1141 -2.0240 1.1853 0.459
H -2.4013 1.7788 2.6275 0.526
C -0.4297 -1.4700 2.4474 0.329
C 0.9714 1.4092 -1.0764 0.736
C 2.3185 1.8837 -1.6770 0.562
C -0.9627 0.5973 1.6025 -0.209
C 0.4945 -1.8942 -3.0812 0.961
H 1.3479 -2.3811 -4.8474 0.235
H 4.5423 -3.4775 1.8423 0.510
N 2.7711 -0.7318 1.0499 0.168
H -1.5442 -2.0046 -2.9128 0.252
C -1.3433 -1.3094 3.4821 -0.775
H 6.0886 -1.7177 2.7087 0.440
N -2.8261 0.7818 -1.1184 -0.501
C 5.1499 -1.4409 2.2480 -0.175
C 4.2953 -2.4285 1.7600 -0.928
F 2.3582 1.7525 -2.9935 -0.227
C -3.4744 1.7128 -1.2928 0.151
N -0.7769 -1.2790 -1.1374 0.033
H 3.2664 1.2378 1.3930 0.461
```

# 3
Formula: C3H4NPS
Source: the Open Molecules 2025 dataset
Level of theory: the ωB97M-V functional and the def2-TZVPD basis

The calculation puts the HOMO energy (spin up / spin down) at -8.39 / -8.39 eV. For the HOMO-LUMO gap (spin up / spin down), the calculation gives 7.40 / 7.39 eV. The value obtained for the total energy is -910.80169 Eh. As for the spin multiplicity: 1.

The geometry in XYZ format:
```
10
Properties=species:S:1:pos:R:3:mulliken_charge:R:1
N -1.6049 -1.7396 1.4900 -0.363
H 1.4742 0.9042 -0.4394 0.304
S -1.4013 1.0941 0.0790 0.049
C -2.8117 0.6423 0.8374 -0.423
H 1.7069 -0.8571 0.2366 0.260
C -0.3404 -0.1743 0.2119 0.121
H -3.5637 1.2679 0.9903 0.515
P -2.8893 -0.8966 1.6279 0.062
C 1.0940 -0.1500 -0.3611 -0.788
H 1.1093 -0.5130 -1.4546 0.262
```

# 4
Formula: C17H24N2O2
Source: the Open Molecules 2025 dataset
Level of theory: the ωB97M-V functional and the def2-TZVPD basis

Its structure (SMILES) is CC(C)C(=O)Nc1ccc(C(=O)N2CCCCCC2)cc1. The calculation puts the HOMO energy at -8.36 eV. For the HOMO-LUMO gap, the calculation gives 8.75 eV. The value obtained for the total energy is -921.50397 Eh. As for the spin multiplicity: 1.

The geometry in XYZ format:
```
45
Properties=species:S:1:pos:R:3:mulliken_charge:R:1
N 1.9145 1.2530 2.2680 -0.182
C 0.7916 0.2111 -0.9423 -0.496
C 1.1441 0.9361 1.1907 0.594
H -4.5286 -2.4714 -3.7736 0.235
H 1.0141 0.2104 -1.8983 0.636
N -1.6486 -1.4172 -2.5256 0.438
C -0.4700 0.2377 -0.8908 0.297
C 3.1770 1.4765 2.4505 0.371
H 2.4397 3.5984 3.5163 0.335
H 5.0765 0.4536 4.1488 0.409
H -2.2754 0.7570 0.5037 0.182
H -2.1815 -2.6671 -3.9565 0.311
H -1.6401 -3.7722 -0.1035 0.398
C -0.3888 0.8975 1.4089 -1.754
H -3.9299 -1.1469 -1.1046 0.088
H -0.0409 -2.1318 -1.3608 0.324
C 1.5726 0.6859 -0.0949 -0.495
C -3.9964 -1.4885 -3.2608 -1.223
H 3.0505 1.4449 4.6314 0.108
C -1.1221 -2.3478 -1.6382 -0.841
H -0.6851 1.1767 2.2313 0.719
H 4.1940 3.7834 2.9663 0.277
H -0.6977 -3.1669 -2.4956 0.404
O 3.8985 1.2786 1.6363 -0.534
C 4.8601 1.4899 4.1154 -2.206
H 5.6241 1.7907 3.5745 0.618
C -3.2236 -3.5471 -1.3197 -1.193
C 3.7060 1.9414 3.6086 1.175
H 2.6620 0.6621 -0.1205 0.554
H 1.2844 1.5445 3.3257 0.329
C -2.5405 -1.4809 -3.4840 -0.632
C 3.4465 3.4133 3.8123 -1.494
H -4.3146 -0.6601 -3.3292 0.843
O -2.1321 1.0224 -2.6551 -0.386
C -2.0526 -2.9084 -0.4934 -1.142
H 3.7383 3.7452 4.6610 0.577
H -2.4707 -0.7760 -4.3487 0.247
H -4.0037 -4.0146 -0.3928 0.247
H 5.4286 1.9000 5.1038 0.283
H -5.3093 -2.3278 -1.5571 0.491
C -1.5740 0.1761 -2.1966 0.180
H -3.2528 -3.9177 -2.1416 0.961
C -1.0958 0.7375 0.1038 -0.155
H -2.1949 -2.2749 0.1920 0.718
C -4.2603 -2.1360 -1.7423 -0.613
```